1.
Here is a molecular structure, C5H11NO from the Open Molecules 2025 dataset. Energies are from ωB97M-V with the def2-TZVPD basis set.

Frontier orbital gap ... 7.7092 eV
Strongest force on any atom ... 0.013 Eh/bohr
ΔE to the lowest compared entry with this formula, charge and spin ... 122.4 kcal/mol
Charge ... 0

```
18
C5H11NO, DFT ωB97M-V with the def2-TZVPD basis set
C -2.213 -0.300 -1.255
C -1.325 -0.294 -0.037
C 0.096 -0.179 -0.170
C 0.632 1.633 0.769
N 0.954 -1.020 0.536
C 2.310 -1.067 0.326
O 2.900 -0.362 -0.466
H -1.880 0.432 -2.002
H -2.254 -1.278 -1.759
H -3.241 -0.031 -0.989
H -0.572 0.870 0.401
H -1.667 -0.799 0.865
H 0.501 0.159 -1.120
H 0.111 2.571 0.533
H 0.661 1.468 1.852
H 1.644 1.671 0.362
H 0.534 -1.644 1.209
H 2.809 -1.831 0.946
```

Mulliken population analysis, charges in e, atoms 1 to 6: C -1.191; C -0.852; C 0.460; C -1.432; N -0.140; C 0.009

***

2.
Here is a molecular structure, C32H31N8SW from the Open Molecules 2025 dataset. Energies are from ωB97M-V with the def2-TZVPD basis set.

Frontier orbital gap (alpha / beta) ... 5.1605 / 4.5034 eV
Strongest force on any atom ... 0.019 Eh/bohr
Charge ... +3

```
73
C32H31N8SW, DFT ωB97M-V with the def2-TZVPD basis set
W -0.303 0.078 0.001
C 0.685 1.673 -2.527
C 0.642 2.885 -1.597
C -0.599 3.012 -0.751
C -1.421 4.059 -0.925
C -2.651 4.209 -0.163
C -2.964 3.328 0.778
C -2.073 2.164 1.095
N -0.904 1.981 0.182
N 0.925 0.319 -1.880
C 0.732 -0.747 -2.916
C -0.020 -1.933 -2.379
C -0.191 -3.066 -3.163
C -0.943 -4.118 -2.671
C -1.509 -4.003 -1.405
C -1.286 -2.859 -0.676
N -0.546 -1.834 -1.151
C 2.360 0.200 -1.442
C 2.617 1.032 -0.233
C 3.804 1.700 0.000
C 3.911 2.473 1.148
C 2.815 2.582 1.996
C 1.653 1.909 1.683
N 1.567 1.121 0.595
H 1.470 1.797 -3.277
H -0.270 1.597 -3.047
H 0.641 3.743 -2.271
H 1.556 2.990 -1.016
H -1.161 4.810 -1.657
H -3.295 5.053 -0.367
H -3.864 3.433 1.371
H -1.649 2.285 2.099
H 1.705 -1.068 -3.291
H 0.211 -0.326 -3.777
H 0.261 -3.110 -4.145
H -1.089 -5.012 -3.262
H -2.109 -4.796 -0.982
H -1.702 -2.724 0.313
H 3.013 0.481 -2.272
H 2.546 -0.855 -1.214
H 4.619 1.623 -0.706
H 4.828 3.004 1.367
H 2.852 3.197 2.884
H 0.761 1.985 2.288
N -0.128 -1.325 3.813
C -0.015 -1.028 2.551
S 0.909 -1.763 1.354
N -0.720 0.105 2.074
N -1.761 -0.245 1.249
C -2.844 0.815 1.116
C -3.865 0.640 2.207
C -4.726 -0.456 2.148
C -5.646 -0.686 3.157
C -5.713 0.178 4.242
C -4.852 1.262 4.317
C -3.926 1.491 3.307
C -3.288 0.579 -0.292
C -4.559 0.824 -0.774
C -4.800 0.697 -2.131
C -3.756 0.320 -2.963
C -2.514 0.088 -2.412
N -2.268 0.223 -1.098
H 0.385 -2.088 4.238
H -0.762 -0.787 4.393
H -4.684 -1.141 1.309
H -6.314 -1.535 3.097
H -6.438 0.006 5.026
H -4.904 1.938 5.159
H -3.277 2.352 3.401
H -5.341 1.111 -0.085
H -5.786 0.884 -2.532
H -3.898 0.199 -4.027
H -1.699 -0.230 -3.040
```

Mulliken population analysis, charges in e, atoms 1 to 6: W 2.043; C -1.032; C -1.662; C 0.946; C -0.748; C -0.929

***

3.
Here is C26H26N2O3 in the gas phase at a distorted geometry from the Open Molecules 2025 dataset. Energies are from ωB97M-V with the def2-TZVPD basis set.

Structure (SMILES) ... C=CCOc1ccc(CN(C)C(=O)CNC(=O)c2ccc(-c3ccccc3)cc2)cc1
Frontier orbital gap ... 7.1587 eV
Strongest force on any atom ... 0.371 Eh/bohr
ΔE to the lowest compared entry with this formula, charge and spin ... 464.6 kcal/mol
Charge ... 0

```
57
C26H26N2O3, DFT ωB97M-V with the def2-TZVPD basis set
C 4.199 2.411 -2.351
C 3.812 1.326 -1.962
C 4.578 0.456 -1.068
O 4.796 -0.925 -1.524
C 3.836 -1.665 -1.458
C 2.672 -1.504 -0.630
C 1.753 -2.495 -0.389
C 1.650 -3.697 -1.111
C 2.838 -4.064 -1.769
C 3.897 -3.057 -1.814
H 4.641 -3.510 -2.320
H 2.920 -5.132 -2.192
C 0.698 -4.569 -0.942
N -0.780 -4.165 -1.142
C -1.648 -3.922 -0.355
O -1.372 -4.403 1.003
C -2.783 -3.143 -0.560
N -2.789 -1.944 0.040
C -2.540 -0.781 -0.680
O -2.133 -0.948 -1.773
C -2.249 0.387 0.047
C -1.820 0.166 1.575
C -1.784 1.455 2.255
C -1.976 2.629 1.750
C -2.622 2.790 0.079
C -2.567 1.684 -0.418
H -2.651 1.736 -1.500
H -2.780 3.705 -0.189
C -1.809 3.919 2.459
C -2.842 5.010 2.364
C -2.911 6.126 2.999
C -1.723 6.385 3.750
C -0.780 5.388 4.025
C -0.714 4.268 3.214
H 0.022 3.477 3.317
H -0.081 5.472 4.720
H -1.716 7.344 4.312
H -3.510 6.804 3.183
H -3.758 4.784 1.651
H -1.428 1.307 3.278
H -1.484 -0.530 2.118
H -2.906 -2.101 1.156
H -3.682 -3.848 -0.187
H -2.922 -3.099 -1.688
C -0.884 -3.791 -2.672
H -1.569 -4.174 -3.054
H 0.196 -3.679 -2.992
H -1.082 -2.496 -2.556
H 0.376 -5.008 0.141
H 0.770 -5.747 -1.454
H 0.589 -2.136 0.007
H 2.344 -0.476 -0.274
H 5.607 0.871 -1.155
H 4.447 0.495 0.028
H 2.978 0.826 -2.175
H 3.503 2.892 -2.870
H 5.170 2.896 -2.246
```

Mulliken population analysis, charges in e, atoms 1 to 6: C -1.091; C 0.230; C -0.786; O -0.389; C 0.544; C 0.190